1.
Below is a cluster of 3 separate species, C17H47N6O6P2 in total in a non-equilibrium geometry, with properties calculated with ωB97M-V/def2-TZVPD.

Structure (ORCA input):
```
! wB97M-V def2-TZVPD RIJCOSX def2/J DEFGRID3
* xyz -1 1
P 2.73 -4.22 -0.18
P -3.75 4.17 0.03
O -3.39 -1.86 -0.43
O 0.53 -0.64 -0.02
O 1.25 -4.24 0.22
O -1.12 -0.31 1.51
O -3.62 2.74 -0.50
O 1.69 2.54 -1.33
N 2.54 -5.41 -1.43
N -4.38 5.72 0.61
N -3.08 3.82 1.58
N 3.26 -4.77 1.38
N -2.69 4.87 -1.15
N 4.40 -3.83 -0.62
C -3.17 4.82 -2.52
C -1.95 4.46 2.24
C 1.76 -4.97 -2.58
C 4.48 -2.70 -1.55
C -3.11 2.40 1.99
C 1.09 0.65 0.08
C 3.26 -6.62 -1.72
C -5.61 6.11 -0.07
C -2.36 -1.06 1.64
C 2.32 -4.53 2.48
C 4.05 -5.95 1.69
C -3.36 -0.72 0.49
C -1.58 5.79 -1.02
C 0.01 -1.06 1.24
C -3.70 6.90 1.09
C 5.55 -4.68 -0.80
C 1.36 1.14 -1.34
H 2.57 -7.38 -2.10
H 3.78 -6.82 1.09
H -3.94 5.58 -2.71
H 6.43 -4.20 -0.36
H 2.26 0.60 -1.68
H 0.77 -0.85 2.02
H -0.15 -2.14 1.17
H 5.47 -5.66 -0.35
H 1.54 -5.30 2.53
H 1.40 -5.82 -3.17
H -6.23 5.24 -0.28
H 2.05 0.56 0.61
H 2.86 -4.52 3.43
H -1.89 6.84 -1.20
H -1.13 4.69 1.55
H -1.51 3.81 3.00
H -2.48 -2.14 -0.61
H 4.33 -3.01 -2.59
H -1.09 5.75 -0.05
H -5.41 6.62 -1.03
H -2.36 4.97 -3.24
H -3.60 3.84 -2.74
H 5.45 -2.21 -1.48
H 5.12 -5.75 1.62
H -2.23 -2.15 1.75
H -2.84 -0.72 2.57
H 2.42 2.62 -1.95
H -2.67 6.74 1.39
H -3.06 2.31 3.08
H -4.04 1.91 1.69
H 0.52 0.93 -1.99
H -2.94 0.13 -0.09
H 3.73 -7.07 -0.85
H -0.80 5.55 -1.75
H 2.35 -4.32 -3.24
H 1.85 -3.56 2.40
H -2.27 1.84 1.56
H -3.68 7.69 0.32
H -4.23 7.30 1.96
H 4.03 -6.47 -2.49
H 0.87 -4.41 -2.27
H -6.21 6.79 0.55
H 3.90 -6.27 2.72
H -2.26 5.35 2.79
H 5.77 -4.85 -1.87
H 3.72 -1.95 -1.31
H 0.43 1.38 0.57
*
```

Computed properties:
Orbital gap in eV: 2.18
Calculated total energy in hartree: -2138.2629
HOMO in eV: -0.93

---

2.
Below is a cluster of 11 separate species, C4H28NO12S in total in a non-equilibrium geometry, with properties calculated with ωB97M-V/def2-TZVPD.

Structure (ORCA input):
```
! wB97M-V def2-TZVPD RIJCOSX def2/J DEFGRID3
* xyz -1 1
S -1.26 -1.73 -4.09
O 2.38 1.94 -3.46
O 0.42 3.31 0.30
O 1.03 -3.28 0.79
O -2.99 -1.98 1.02
O 3.14 1.68 1.19
O -0.83 -1.06 3.78
O -1.75 4.27 -0.93
O -0.13 0.83 -0.07
O 0.50 1.78 4.84
O 2.12 0.14 -1.23
O -0.57 1.07 2.34
O 1.98 -0.47 2.19
N -0.42 -1.89 -0.18
C 0.52 -2.93 -0.24
C -0.78 -1.08 -1.33
C -1.17 0.35 -0.83
C -1.83 -1.76 -2.15
H 0.00 -1.72 -3.71
H -0.59 -1.45 0.71
H -2.19 0.29 -0.28
H -2.84 -1.48 -2.02
H -2.51 -2.78 1.23
H 0.66 3.25 1.23
H -0.14 -1.64 4.20
H -1.65 -2.81 -1.97
H 1.53 1.76 -3.89
H -1.22 4.33 -0.20
H 0.76 -3.38 -1.28
H 1.74 -1.12 1.55
H 0.09 -0.88 -1.95
H 1.36 0.27 1.98
H 2.76 0.87 1.59
H 1.21 1.57 4.28
H -1.33 3.51 -1.43
H -2.86 -1.13 1.52
H -0.29 1.04 1.24
H 2.91 -0.35 -1.17
H -1.21 1.69 2.28
H -0.41 -0.25 3.47
H 0.02 2.45 0.00
H -0.18 1.20 4.64
H 2.17 1.99 0.89
H -1.36 0.90 -1.78
H 2.38 1.50 -2.59
H 1.39 0.13 -0.50
*
```

Computed properties:
Orbital gap in eV: 9.48
Calculated total energy in hartree: -1525.0438
HOMO in eV: -6.95

---

3.
Below is a cluster of 11 separate species, C81H102F8N17O17S8 in total in a non-equilibrium geometry, with properties calculated with ωB97M-V/def2-TZVPD.

Structure (ORCA input):
```
! wB97M-V def2-TZVPD RIJCOSX def2/J DEFGRID3
* xyz 8 2
S -4.53 8.78 -1.60
S -1.01 -0.72 5.53
S -6.38 -2.38 4.18
S -0.55 5.14 4.41
S 0.11 -1.10 7.57
S -5.20 -1.47 2.40
S -2.62 7.56 -2.16
S 1.58 6.02 4.55
F -1.92 5.07 5.30
F -1.04 0.58 4.61
F -4.83 9.64 -0.16
F -4.75 -1.77 0.93
F 2.65 6.71 5.57
F -2.11 6.05 -1.79
F -7.52 -3.54 4.30
F 1.42 -0.80 8.43
O -0.78 -0.42 8.47
O 1.36 7.12 3.55
O -0.71 -1.94 4.73
O -3.98 9.89 -2.44
O -5.90 -0.24 2.14
O -1.03 5.87 3.23
O -1.38 8.31 -2.13
O -1.47 -0.65 -0.74
O 2.37 4.85 4.07
O -3.25 7.31 -3.44
O -3.85 -1.45 2.96
O -5.88 8.45 -1.97
O -0.27 3.70 4.27
O -7.12 -1.14 4.47
O 0.09 -2.58 7.49
O -5.49 -2.91 5.23
O -2.31 -0.59 6.21
N 2.34 2.40 -6.73
N -4.54 4.19 1.76
N -3.93 -2.85 -3.76
N -5.17 -7.76 8.32
N 4.02 2.24 2.83
N 0.53 5.88 5.63
N -0.71 -4.64 -9.71
N -1.40 0.80 -0.74
N -3.51 7.63 -0.89
N 9.25 -1.96 2.46
N -2.08 -4.22 3.00
N 3.85 -3.12 7.39
N -6.02 -2.70 2.57
N -6.92 2.06 -4.62
N 0.41 -0.33 6.39
N 8.70 5.20 -6.63
N 3.20 -2.21 -0.97
C -3.91 -8.17 7.91
C 0.44 1.20 1.08
C -0.67 -4.50 -7.32
C -6.20 1.53 -2.40
C 6.38 5.33 -7.35
C -5.04 -5.89 6.79
C 8.43 4.04 -5.99
C -7.65 1.57 -5.76
C 3.23 -2.18 5.26
C 7.61 -0.80 1.22
C 8.75 -3.21 2.20
C 1.05 1.65 -6.64
C -3.29 -7.54 6.79
C -2.48 1.09 -3.00
C 3.96 -4.31 8.33
C -3.45 -4.43 2.97
C 9.98 5.76 -6.62
C 7.15 3.53 -5.99
C 6.96 -2.02 1.03
C -1.04 1.36 0.58
C -5.03 2.89 1.63
C -1.28 -4.60 4.07
C 4.00 0.16 4.68
C 4.04 3.39 1.90
C -4.64 -3.39 -4.82
C 7.76 5.88 -7.33
C 0.09 -5.07 -10.89
C -4.16 4.74 3.05
C 6.10 4.20 -6.60
C -6.84 3.35 -4.31
C -1.29 2.90 0.51
C 1.84 -2.48 -1.52
C 4.29 -2.74 -1.55
C -4.01 -3.67 -5.99
C -1.91 -3.93 -9.83
C 5.65 -2.13 0.33
C -6.04 2.84 -2.06
C -4.63 -2.38 -2.51
C -5.57 3.35 -0.71
C -2.67 -3.37 -6.15
C -1.23 2.93 -1.92
C -3.26 -5.65 5.06
C -0.06 -4.84 -8.49
C 4.48 -1.53 0.83
C -4.39 4.94 0.65
C 3.00 2.59 -7.90
C -1.27 1.40 -2.04
C -0.54 3.54 -0.69
C -2.10 0.86 1.66
C -5.71 -6.59 7.87
C -5.51 2.45 0.35
C -6.64 1.12 -3.65
C -2.47 -3.53 -8.67
C -3.85 -6.40 6.24
C -4.01 -5.28 3.92
C 0.12 1.15 -2.71
C 2.89 1.86 3.44
C 2.84 0.81 4.37
C -1.49 -3.51 1.89
C 5.58 -2.73 -0.97
C -1.88 -5.34 5.07
C -6.44 3.72 -3.07
C 4.52 -1.97 7.71
C 4.25 3.21 -7.90
C 4.66 -0.97 6.76
C -2.62 -2.46 -3.90
C 4.02 3.36 -5.44
C 3.31 -3.25 6.16
C -5.73 -8.41 9.40
C 5.24 1.71 3.20
C 2.82 2.71 -5.52
C 7.53 -3.26 1.58
C -1.91 -3.84 -7.41
C -2.04 -2.75 -5.05
C 3.31 -1.56 0.17
C 5.19 0.60 4.05
C -5.02 4.59 -0.55
C 4.03 -1.07 5.56
C 8.77 -0.79 1.97
C 10.58 -1.93 3.01
C 4.71 3.67 -6.62
H 5.00 -1.86 8.67
H 0.56 0.19 1.47
H -0.24 -4.67 -6.35
H 6.46 -3.22 -1.37
H 10.44 5.35 -7.52
H -5.13 5.12 3.38
H -6.79 -8.16 9.48
H 0.51 3.26 -0.59
H -0.23 -4.34 4.12
H 3.98 -4.00 9.37
H -2.34 3.17 0.48
H 0.63 2.04 1.75
H 9.33 -4.06 2.50
H -2.25 3.30 -1.93
H -6.74 0.06 -3.85
H -1.05 -2.60 2.28
H 2.62 2.25 -8.85
H 6.07 2.12 2.64
H -3.48 -3.15 -8.63
H 0.31 0.09 -2.90
H 0.82 -5.46 -8.49
H -3.49 1.19 -2.62
H -0.98 3.47 -2.83
H 2.60 -2.20 4.38
H 4.52 2.93 1.04
H -0.70 -4.17 1.55
H -3.07 0.68 1.20
H -7.13 4.08 -5.05
H 4.98 -4.67 8.18
H -2.49 1.87 -3.76
H -5.29 -4.91 6.42
H -8.54 2.20 -5.77
H 9.36 0.10 2.07
H -3.61 5.68 2.96
H -3.71 4.16 3.86
H 1.33 0.67 -6.24
H 6.98 -4.19 1.56
H 2.65 -4.10 6.17
H -5.78 1.41 0.25
H 4.37 3.50 -4.43
H 0.38 1.89 -3.46
H 4.23 -3.18 -2.53
H -1.25 -5.75 5.85
H -0.70 4.61 -0.57
H 1.33 -1.59 -1.90
H -2.25 -3.46 1.11
H -3.42 -9.00 8.38
H -0.52 -5.16 -11.78
H 0.62 -6.00 -10.64
H 11.32 -2.04 2.21
H 1.25 -2.92 -0.72
H -2.26 -2.00 -2.99
H -2.31 -7.88 6.52
H 10.61 5.12 -6.00
H -6.09 0.77 -1.64
H -5.03 -5.65 3.89
H 3.03 3.75 1.66
H 3.08 -4.95 8.30
H 2.22 2.36 -4.69
H 10.05 6.83 -6.48
H 2.46 -1.15 0.70
H -4.57 -3.14 -1.74
H 0.86 -4.34 -11.13
H -4.14 -1.43 -2.28
H 6.19 0.19 4.12
H 7.21 0.08 0.75
H -5.66 -3.64 -4.56
H -6.62 -6.27 8.35
H 4.65 4.21 2.25
H 0.56 1.55 -7.61
H 2.10 2.56 3.22
H -2.17 1.57 2.48
H 0.83 1.38 -1.91
H -5.06 2.28 2.51
H -5.24 -8.22 10.35
H -2.52 -3.88 -10.72
H -2.47 0.15 -3.54
H 9.24 3.58 -5.45
H 0.40 2.17 -5.94
H -1.86 -0.06 2.19
H -3.88 5.89 0.77
H -1.02 -2.45 -5.24
H -5.63 -9.48 9.21
H 10.75 -2.77 3.68
H 7.01 2.55 -5.56
H -6.44 4.80 -2.94
H -4.48 -4.26 -6.76
H -7.18 1.86 -6.70
H -0.95 3.36 1.44
H 4.49 -0.96 1.75
H -7.97 0.54 -5.62
H 4.84 3.51 -8.75
H -5.65 -2.15 -2.81
H 1.91 0.55 4.86
H 5.71 5.98 -7.89
H 8.14 6.76 -7.82
H 5.20 -0.04 6.89
H -4.03 -4.02 2.16
H 10.87 -1.06 3.59
H 1.81 -3.24 -2.30
H -4.91 5.41 -1.25
H 1.11 1.32 0.24
*
```

Computed properties:
⟨S²⟩: 0.76
Orbital gap in eV: 2.53
Calculated total energy in hartree: -9338.1226
HOMO in eV: -18.63

---

4.
Below is a structure of composition C5H6DyO4 in a non-equilibrium geometry, with properties calculated with ωB97M-V/def2-TZVPD.

Structure (ORCA input):
```
! wB97M-V def2-TZVPD RIJCOSX def2/J DEFGRID3
* xyz 3 6
Dy 1.05 -2.16 -1.48
O 2.39 0.37 0.89
O 0.34 -0.20 1.30
O -1.28 -1.60 -1.76
O 0.63 -0.27 -2.96
C -0.50 0.13 -3.15
C -0.87 0.65 3.11
C -1.63 -0.65 -2.44
C 1.36 -0.31 0.52
C 0.28 0.58 2.46
H -0.93 1.25 4.01
H 1.21 1.08 2.74
H 3.12 0.29 0.27
H -0.73 1.03 -3.74
H -2.68 -0.32 -2.51
H -1.76 0.13 2.75
*
```

Computed properties:
⟨S²⟩: 9.72
Orbital gap (spin up / spin down) in eV: 9.65 / 3.51
Calculated total energy in hartree: -1378.8342
HOMO (spin up / spin down) in eV: -22.66 / -19.72

---

5.
Below is a structure of composition C17H51AlClO21P6 in a non-equilibrium geometry, with properties calculated with ωB97M-V/def2-TZVPD.

Structure (ORCA input):
```
! wB97M-V def2-TZVPD RIJCOSX def2/J DEFGRID3
* xyz -1 1
Cl 4.77 6.10 -0.29
P 4.15 6.97 -2.14
P 2.72 -1.09 5.62
P -9.19 0.83 -3.99
P 5.28 -5.09 0.35
P -4.12 -1.93 0.00
P 2.49 1.59 -1.29
Al 4.29 9.26 -1.80
O 3.00 1.28 0.08
O 4.91 -3.53 0.22
O -7.97 1.61 -3.30
O 4.33 -5.61 1.54
O 3.41 -2.25 4.98
O 2.46 0.19 4.68
O 0.92 1.94 -1.37
O -9.33 0.99 -5.47
O 2.67 0.43 -2.39
O 3.52 -0.42 6.85
O -4.83 -2.72 -1.21
O -8.92 -0.68 -3.49
O -10.46 1.29 -3.11
O -3.65 -3.15 0.94
O 4.58 -5.69 -0.97
O 1.27 -1.39 6.24
O 5.26 6.56 -3.43
O 3.13 2.88 -2.01
O 6.74 -5.38 0.51
O -5.36 -1.30 0.81
O -3.05 -0.97 -0.41
C 6.20 9.60 -1.02
C 2.90 -0.89 -1.93
C 3.64 -1.15 8.05
C -0.01 0.91 -1.14
C 5.28 -6.65 -1.73
C 4.29 3.45 -1.46
C 7.32 9.06 -1.86
C 2.63 0.05 3.29
C -5.56 0.10 0.74
C -2.37 -3.09 1.53
C 4.93 -5.92 2.78
C -11.71 1.43 -3.77
C -9.96 -1.62 -3.61
C -5.66 -2.00 -2.09
C -7.29 2.59 -4.05
C 5.06 -2.70 1.35
C 0.92 -2.74 6.49
H 2.84 1.04 2.87
H 4.12 -2.69 1.91
H 3.67 -2.23 7.86
H 2.80 -0.91 8.70
H -0.93 1.35 -0.72
H -9.52 -2.62 -3.74
H -7.19 2.30 -5.10
H 4.05 10.01 -3.17
H -6.28 2.71 -3.63
H 0.38 0.17 -0.44
H 3.23 9.82 -0.77
H -6.68 -2.03 -1.71
H 0.27 -3.10 5.68
H 5.04 -7.00 2.86
H 5.29 -1.68 1.02
H -10.61 -1.41 -4.46
H -2.05 -4.12 1.76
H -6.64 0.29 0.67
H 2.59 -1.03 -0.89
H 5.90 -5.44 2.90
H -5.63 -2.47 -3.07
H 3.48 -0.59 3.06
H 5.88 -3.05 2.00
H -1.64 -2.65 0.85
H -10.55 -1.62 -2.69
H 0.36 -2.79 7.43
H -5.34 -0.96 -2.19
H -11.89 2.48 -3.96
H 3.97 -1.11 -2.02
H 7.95 8.13 -1.47
H -7.82 3.55 -3.98
H 1.79 -3.39 6.57
H 5.12 -7.64 -1.30
H 1.72 -0.35 2.84
H -5.08 0.54 -0.13
H -0.26 0.43 -2.09
H 6.35 -6.43 -1.77
H 4.35 4.50 -1.78
H -5.18 0.56 1.65
H 4.27 3.43 -0.36
H 4.27 -5.57 3.58
H -12.49 1.05 -3.10
H 6.35 10.14 0.01
H -11.75 0.87 -4.70
H -2.42 -2.52 2.46
H 4.89 -6.63 -2.75
H 5.69 7.43 -3.74
H 5.18 2.92 -1.82
H 4.57 -0.86 8.55
H 7.58 9.59 -2.88
H 2.34 -1.59 -2.56
*
```

Computed properties:
Orbital gap in eV: 5.10
Calculated total energy in hartree: -5009.4978
HOMO in eV: -3.63